Record 1
Computed, not measured: C27H29MnN4O6P2 as an isolated structure, with ωB97M-V with the def2-TZVPD basis set.

Cartesian coordinates (Å):
Mn: 0.1315 0.1453 0.6425
O: -0.9697 -3.4715 1.7182
C: -0.9755 -2.2819 1.7970
O: -0.7219 -1.4814 0.7183
C: -1.1879 -1.4622 3.0438
P: 0.1780 -0.2525 3.0123
C: 0.0779 0.7301 4.4909
C: 1.1189 0.7185 5.4164
C: 0.9730 1.4331 6.5969
C: -0.1834 2.1644 6.8327
C: -1.2081 2.1931 5.8914
C: -1.0778 1.4832 4.7129
C: 1.7111 -1.1997 3.0195
C: 2.8612 -0.5833 2.5077
C: 4.0753 -1.2576 2.5289
C: 4.1402 -2.5465 3.0432
C: 2.9986 -3.1608 3.5485
C: 1.7824 -2.4918 3.5426
H: -1.2209 -2.0470 3.9538
H: -2.1201 -0.9089 2.9280
H: 2.0228 0.1504 5.2344
H: 1.7677 1.4183 7.3330
H: -0.2880 2.7211 7.7571
H: -2.1042 2.7708 6.0777
H: -1.8773 1.5057 3.9758
H: 2.8152 0.4247 2.1170
H: 4.9703 -0.7700 2.1559
H: 5.0866 -3.0741 3.0611
H: 3.0558 -4.1603 3.9635
H: 0.9061 -2.9834 3.9498
O: 2.5946 2.9049 -0.8478
C: 1.5809 2.5309 -0.3497
O: 1.4713 1.3737 0.3541
C: 0.2427 3.2225 -0.4003
C: 0.0489 4.5810 -0.2080
C: -1.2322 5.0631 0.0583
C: -2.3034 4.1921 0.2452
C: -2.0706 2.8514 0.0484
C: -0.8522 2.3888 -0.3704
N: -3.0338 1.8180 0.4902
O: -4.2016 2.0743 0.5264
O: -2.5417 0.7647 0.9430
H: 0.9002 5.2536 -0.2296
H: -1.3872 6.1263 0.1949
H: -3.2768 4.5421 0.5732
H: -0.7803 1.3763 -0.7152
C: 3.4282 -3.0566 -2.7595
N: 2.3800 -2.3487 -3.6521
C: 1.2169 -3.3373 -3.9061
N: 0.6865 -3.8054 -2.6718
C: 1.7213 -4.4637 -1.8654
N: 2.8254 -3.5381 -1.5602
C: 2.4268 -2.4670 -0.6322
P: 1.0759 -1.4180 -1.3635
C: 1.8848 -1.0788 -2.9993
C: -0.0564 -2.7910 -1.9048
H: 4.2069 -2.3298 -2.5540
H: 3.8289 -3.8721 -3.3538
H: 2.8126 -2.1177 -4.5457
H: 1.6378 -4.1510 -4.4916
H: 0.4733 -2.8044 -4.4932
H: 2.1148 -5.3185 -2.4137
H: 1.2801 -4.8157 -0.9358
H: 3.2809 -1.8408 -0.3856
H: 2.0585 -2.9031 0.2972
H: 2.7316 -0.4094 -2.8564
H: 1.1841 -0.5911 -3.6705
H: -0.8804 -2.3909 -2.4939
H: -0.4784 -3.2453 -1.0140

The HOMO-LUMO gap (alpha / beta) comes out at 6.583 / 8.090 eV. Its charge is +2. The multiplicity is 5. The calculation puts the energy above the lowest of the compared OMol25 structures with the same formula, charge and spin at 2.4 kcal per mole. Its HOMO energy (alpha / beta) is -14.296 / -14.403 eV. As for the expectation value of S²: 6.150.

---

Record 2
Computed, not measured: a 3-piece molecular cluster, C14H26N2O5P overall, with ωB97M-V with the def2-TZVPD basis set.

Cartesian coordinates (Å):
O: -0.2943 -1.7455 0.8674
C: 0.2704 -1.1079 -0.1612
O: 1.1799 0.0393 0.1676
C: 0.2735 1.2007 0.1642
C: 0.9804 2.6353 0.5227
P: -0.3291 4.0004 0.0573
O: -0.3707 4.1951 -1.6936
C: -2.0563 3.6719 0.8183
C: -3.1237 2.9362 -0.1846
O: -2.8792 1.5050 -0.4196
C: -3.9291 0.6536 0.1629
O: -3.7806 -0.6882 -0.0159
H: 0.0204 -1.4400 -1.2662
H: -0.5406 0.9814 1.0092
H: -0.2532 1.2124 -0.9055
H: 2.0173 2.8241 0.0135
H: 1.1190 2.6823 1.6852
H: 0.1602 5.2317 0.6845
H: -0.9427 3.4603 -2.0865
H: -1.8694 3.1070 1.8392
H: -2.5095 4.7381 1.1038
H: -4.2101 3.1245 0.2711
H: -3.1512 3.4495 -1.2609
H: -4.8873 1.0274 0.7219
C: 2.0067 -0.7594 3.7681
C: 3.3577 -0.1589 3.4019
C: 3.9322 0.7428 4.4944
C: 3.1142 1.9425 4.7161
N: 2.4611 2.8853 4.8953
H: 1.2447 0.0159 3.8970
H: 1.6661 -1.4301 2.9731
H: 2.0722 -1.3375 4.6954
H: 3.2621 0.3986 2.4624
H: 4.0634 -0.9778 3.2169
H: 4.9427 1.0514 4.2027
H: 4.0297 0.1799 5.4296
C: -0.1624 -5.0306 -5.2480
C: -0.8919 -4.8702 -3.9206
C: -1.2201 -3.4152 -3.5856
C: -0.0134 -2.6054 -3.3715
N: 0.9420 -1.9658 -3.2114
H: 0.8149 -4.5378 -5.2309
H: 0.0050 -6.0916 -5.4585
H: -0.7479 -4.6093 -6.0714
H: -0.2882 -5.3158 -3.1208
H: -1.8288 -5.4384 -3.9679
H: -1.8297 -3.3911 -2.6751
H: -1.8268 -2.9760 -4.3856

The HOMO-LUMO gap comes out at 9.130 eV. Its charge is +1. The calculation puts the energy above the lowest of the compared OMol25 structures with the same formula, charge and spin at 171.8 kcal per mole. Its HOMO energy is -13.199 eV.

---

Record 3
Computed, not measured: one molecule with the formula C5H7NSe, with ωB97M-V with the def2-TZVPD basis set.

Cartesian coordinates (Å):
C: -0.6411 -0.3598 1.1376
C: -1.9136 0.0288 0.5862
C: -0.5364 1.4744 -0.3238
C: 0.3059 0.4746 0.4906
C: 2.1810 -1.2073 -0.6524
N: -1.8032 1.1673 -0.1860
Se: 2.1359 0.3739 0.4913
H: -0.3498 -1.1732 1.6516
H: -2.9549 -0.2373 0.9074
H: -0.1703 2.2779 -0.8627
H: 3.0299 -1.8444 -0.4104
H: 1.1510 -1.6934 -0.4123
H: 2.1810 -0.8595 -1.6821
H: -2.6154 1.5780 -0.7349

The SMILES is C[Se]c1cc[nH]c1. The HOMO-LUMO gap comes out at 8.536 eV. Its charge is 0. The calculation puts the energy above the lowest of the compared OMol25 structures with the same formula, charge and spin at 8.3 kcal per mole. Its HOMO energy is -7.723 eV.

---

Record 4
Computed, not measured: one molecule with the formula C3H3NO2, with ωB97M-V with the def2-TZVPD basis set.

Cartesian coordinates (Å):
C: -1.2238 -0.2492 0.2161
O: -0.4870 0.4245 -0.8117
C: 0.8163 0.6519 -0.6802
O: 1.4015 1.4834 -1.3129
C: 1.5597 -0.2195 0.2623
N: 2.2250 -0.8710 0.9480
H: -0.8045 -1.2317 0.4528
H: -1.2578 0.3748 1.1133
H: -2.2295 -0.3632 -0.1877

The SMILES is COC(=O)C#N. The HOMO-LUMO gap comes out at 11.688 eV. Its charge is 0. The calculation puts the energy above the lowest of the compared OMol25 structures with the same formula, charge and spin at 36.2 kcal per mole. Its HOMO energy is -11.736 eV.

---

Record 5
Computed, not measured: C10H16LaN2PSe as an isolated structure, with ωB97M-V with the def2-TZVPD basis set.

Cartesian coordinates (Å):
C: 1.4031 -0.5124 -1.2248
C: 2.5892 -0.8607 -0.4854
C: 2.2439 -1.8800 0.4502
C: 0.8286 -2.1492 0.3118
C: 0.3133 -1.3078 -0.7502
La: 0.9481 0.1696 1.0824
P: -0.5816 2.0497 -0.8010
H: 1.3633 0.2177 -2.0298
H: 3.5888 -0.4551 -0.6752
H: 2.9210 -2.4050 1.1284
H: -0.7135 -1.3190 -1.1312
H: 0.2543 -2.9089 0.8439
H: -1.7173 1.7444 -1.6207
H: 0.0803 2.6768 -1.8939
H: -1.0518 3.2965 -0.2791
C: -3.4478 -0.1283 0.2574
N: -3.2819 0.9847 1.1716
C: -3.8687 2.2313 1.0519
C: -3.4294 2.9864 2.0848
N: -2.5384 2.2068 2.8113
C: -1.8950 2.6262 4.0387
C: -2.4076 0.9736 2.2302
Se: -1.4435 -0.4906 2.8455
H: -4.4584 -0.0887 -0.1772
H: -3.3161 -1.0694 0.8074
H: -2.7065 -0.0857 -0.5557
H: -4.5297 2.4712 0.2345
H: -3.6502 3.9984 2.3621
H: -1.3027 3.5341 3.8560
H: -2.6375 2.8583 4.8158
H: -1.2447 1.8196 4.3936

The HOMO-LUMO gap comes out at 3.647 eV. Its charge is 0. Its HOMO energy is -3.665 eV.

---

For reference, maximum force by record: 0.95; 9.75; 6.22; 1.19; 6.17 eV Å⁻¹.
For reference, DFT total energy by record: -96596.59743; -37433.50200; -72133.05821; -8743.56341; -89100.12451 eV.